No. 1
This record from the Open Molecules 2025 dataset describes a 5-piece molecular cluster, C24H54ClFIN9O9 overall in a non-equilibrium geometry. The level of theory is ωB97M-V with the def2-TZVPD basis set.

Geometry as ORCA input:
```
! wB97M-V def2-TZVPD RIJCOSX def2/J DEFGRID3
* xyz 0 1
H 1.28340 5.22590 -6.24227
H 1.86645 -1.15392 -0.80185
H 2.74012 -1.85513 1.85844
H -1.33161 -6.41850 2.47378
H -0.82475 -4.61458 -2.43046
N 0.76081 6.03857 -5.97213
O -0.73245 1.70136 0.28659
C -1.99298 -4.48030 6.85627
H 3.11180 0.29653 3.96106
C -2.05414 -4.42685 2.08145
H -2.91195 1.68715 -1.32113
H -0.26381 -0.82843 -2.88879
O -2.31855 0.55397 -3.66158
H 3.39994 -0.71088 -2.44784
C -2.08042 -2.28401 0.65804
C -2.44596 -3.51974 -1.61930
C 1.52183 -1.44456 -1.78919
H -2.25049 -0.65067 -1.59511
C 2.77373 -0.02795 2.97848
H 1.01931 9.23613 -5.87717
H -2.51676 -4.99937 1.28602
H -0.33607 -3.53362 1.17574
H -2.18348 -5.37581 8.67047
O 2.48695 7.36565 -6.60825
N 5.43747 2.72602 6.60157
H 3.86469 1.28745 7.97161
H 3.48668 -3.17639 -1.26005
O 4.39235 1.71072 4.86658
H -2.18693 -2.73790 -2.33107
H -0.46607 -3.86790 -0.90503
N -3.26779 8.83123 -4.54763
C 4.52490 1.86142 6.06759
N -2.46138 -3.41424 6.14275
H -1.14845 0.38000 1.89529
H -0.10529 -5.16194 2.67863
H 2.55032 -1.63841 -3.71125
H 1.45532 -4.17784 -3.65243
H 2.14161 -2.06712 3.48100
H 5.56280 2.86524 7.58609
O -1.18021 -5.26522 6.40521
N 0.29502 0.78278 -1.58187
H -3.13159 -2.75985 6.49916
H -3.66324 -3.74887 0.13107
F -1.53459 -5.59703 -0.81612
N -2.50606 -4.60256 8.11855
H -0.31062 8.25907 -5.38518
C -1.29710 -3.22092 1.57192
C 3.64909 -2.83783 -2.29022
C 0.59901 -0.36294 -2.42442
C 1.36475 7.25738 -6.14584
H -2.88119 -4.10675 2.71639
H -2.10695 -3.28962 5.20984
I -1.14377 3.07426 -4.49469
H -3.17604 -3.96893 8.51073
C -1.14679 -5.41884 2.85649
H -3.23147 -4.10155 -2.10561
Cl -0.88286 -2.22842 3.05528
H -2.60552 8.36443 -3.95561
N 0.61387 8.32583 -5.76309
H -3.39990 11.08834 -6.82733
H 1.09050 1.13890 -1.07898
H 1.72120 0.94004 0.91608
H 3.08954 0.53437 6.62209
H 1.19118 0.02168 -3.26009
H -4.70089 10.17492 -6.14617
H 2.02400 -4.61382 -1.99321
C 2.26382 -4.60831 -3.05770
C -1.23962 -4.41168 -1.44380
O -1.17111 -1.48430 -0.08304
C -0.96227 0.89722 -0.86426
C 0.99077 0.36874 1.49751
H 2.47319 -5.62425 -3.37733
H 0.94637 -0.68412 1.23368
C -2.78313 9.77801 -5.40727
H -0.16025 5.92355 -5.59422
H -0.28194 1.82266 2.24620
C -3.06370 -2.96529 -0.32126
H 4.70061 -2.56634 -2.36477
C -1.80911 -0.35524 -0.64002
C -0.37851 1.04155 1.49498
H -2.66171 -0.05605 -0.02000
H 6.00746 3.24409 5.95849
N -3.72244 10.38819 -6.18457
O 3.46859 -3.87174 -3.24317
H -4.23754 8.58765 -4.47832
H 3.89321 -1.90436 3.15910
C 2.89804 -1.55047 2.90011
C 2.80460 -1.60311 -2.65455
H 1.04365 -2.41963 -1.79219
H -3.77355 -2.19868 -0.63587
O -1.59882 10.05703 -5.47458
H -1.62976 2.87980 -1.55533
C -1.89716 1.84258 -1.70056
N 3.77147 1.17826 6.97987
H -2.69446 -1.66517 1.31927
H 3.44191 0.43230 2.24253
H -1.38750 -5.45821 3.91264
O 1.43821 0.43554 2.85661
C -1.92978 1.50961 -3.16747
*
```

Calculated total energy (Ha): -2974.66378
SMILES string: CCOCCO[C@@](CO[C@@H](CCCF)[C@@H](Cl)CC)(CC(=O)I)NCCCCOC.NC(N)=O.NC(N)=O.NC(N)=O.NC(N)=O
HOMO level (Eh): -0.32352
LUMO level (eV): 0.2
Maximum force (eV/A): 3.7
Frontier orbital gap (eV): 9.046

These are the Löwdin partial charges, in e, on atoms 1 to 8:
1 H 0.09
2 H 0.10
3 H 0.05
4 H 0.07
5 H 0.11
6 N 0.13
7 O -0.06
8 C -0.68

=====

No. 2
This record from the Open Molecules 2025 dataset describes a 3-piece molecular cluster, C24H54N3O10P2 overall in a non-equilibrium geometry. The level of theory is ωB97M-V with the def2-TZVPD basis set.

Geometry as ORCA input:
```
! wB97M-V def2-TZVPD RIJCOSX def2/J DEFGRID3
* xyz 0 2
O -7.51053 1.54967 0.77186
H -6.43354 5.17304 1.34233
H 3.39690 -3.85312 -5.30353
P 4.33303 -1.01150 3.67583
H 5.61727 1.20704 2.02797
H 5.96913 0.67220 6.94779
H 3.24153 0.55374 5.52969
O -5.92147 2.56699 2.18171
C -1.08849 -1.52558 -3.03981
H 2.50413 -2.52725 4.97828
C -0.14624 1.58793 -2.74780
O 5.06312 0.28328 4.56094
H -4.68921 4.60907 3.00254
C -4.42592 5.25690 2.16068
C 6.50154 0.60892 1.77849
C -4.81359 2.16823 -2.27004
H -5.89609 0.80597 4.18839
C -6.89421 2.45201 3.21198
H 1.92766 -4.16898 -4.16668
C 1.25880 0.04078 -4.36246
H 7.03848 -1.44169 1.45584
H -5.41658 3.08369 -2.25399
H 0.19678 -1.46691 -5.95749
H 3.76521 -3.18055 -1.40243
H -4.78940 1.79213 -3.29686
H 4.77947 -1.54278 -1.07556
H -3.79992 2.44602 -1.96810
H -1.71130 -3.82314 -3.04250
O 3.67957 -2.17036 2.88363
C 1.41661 -1.58419 -4.21509
C 3.44564 -2.77305 5.47791
C 4.88500 0.51920 6.94570
O -5.17526 3.81833 0.38768
C 3.65559 -1.47565 -3.05602
H 0.39857 -3.24879 -2.91484
H -3.11744 -2.57901 -3.20425
H -2.19621 -2.17819 -1.12638
N -1.34253 -0.41544 -4.03050
O 5.85913 -1.29707 3.10212
H 0.99599 -1.74150 -1.95362
O 4.48970 -1.89501 5.07808
H -6.43624 0.91411 -1.57715
H -4.43331 6.28948 2.51981
H 3.72520 -4.05068 -3.45587
C 0.46432 -2.05802 -2.96945
C 6.16808 -0.86830 1.79025
O -5.27803 1.55826 0.01244
H -6.62114 3.16051 4.00213
H 4.76356 -4.45389 5.78925
H -7.88835 2.73731 2.85593
H 2.90738 -1.51224 -0.86358
H 4.32120 1.95445 5.45156
N 2.84014 -2.08687 -4.17187
P -6.40758 2.62116 0.59041
C -5.39589 5.07592 1.00555
H 4.10266 -4.37111 4.16629
H 0.23013 -3.03517 -5.22170
H 6.85733 0.91891 0.79172
H 0.63618 2.46510 -2.85741
C 4.28803 0.87047 5.59361
H -0.69599 -1.10751 -0.72969
H 3.06535 -4.90145 5.50573
C -5.39237 1.13071 -1.33085
H 4.43561 1.12098 7.74017
H 7.26760 0.84221 2.52320
H -7.63278 0.92632 4.55445
C -2.00688 -2.82042 -3.56827
O -2.57351 0.11286 -3.93394
H -7.07356 0.30160 2.98973
H -2.27500 -0.29398 -1.37430
C -6.88024 1.04203 3.76955
H -4.82825 0.19743 -1.42556
H 4.71710 -0.53435 7.18976
H 3.28634 -2.62630 6.55214
H 5.34162 -1.09169 1.10883
H -3.40734 4.98634 1.86395
C 3.86106 -4.20821 5.21930
C -0.24686 0.62169 -4.06709
C 3.77429 -2.01481 -1.51263
H -5.21266 5.84729 0.25208
N 0.78671 -2.18760 -5.48615
O 4.37673 -0.36714 -3.38190
H -1.63713 2.16509 -5.24326
H 0.21501 2.50696 -5.26366
H 1.52962 0.30109 -5.49518
H 0.24899 0.89773 -1.85759
H 2.00355 0.67353 -3.70933
C -1.58466 -1.22905 -1.50667
H -1.21461 2.01135 -2.43236
C 2.94429 -3.59322 -4.22969
H -0.42379 1.10591 -6.38694
C -0.59781 1.63714 -5.34899
H -2.06498 -2.87737 -4.73828
*
```

Calculated total energy (Ha): -2545.84243
HOMO level (alpha / beta) (Eh): -0.32975 / -0.33602
LUMO level (alpha / beta) (eV): -2.0 / -2.0
Maximum force (eV/A): 9.6
Frontier orbital gap (alpha / beta) (eV): 6.957 / 7.128

These are the Löwdin partial charges, in e, on atoms 1 to 8:
1 O -0.23
2 H 0.11
3 H 0.11
4 P 0.74
5 H 0.07
6 H 0.09
7 H 0.11
8 O -0.25